Density functional theory data (ωB97M-V/def2-TZVPD) for one molecule with the formula C4H7NO2.

Properties
* SMILES: C[C@H](O)CN=C=O
* total energy: -9846.1544 eV
* frontier orbital gap: 11.2 eV
* multiplicity: 1

XYZ file:
```
14
Properties=species:S:1:pos:R:3:forces:R:3:nbo_charge:R:1
C 1.226871 -0.745163 -0.697179 0.016 0.001 0.018 -0.63
C 0.058590 0.227481 -0.782238 -0.054 -0.259 -0.145 0.08
O 0.427555 1.461342 -0.192848 -0.068 0.181 -0.172 -0.71
C -1.202894 -0.323337 -0.053093 -0.013 -0.105 -0.183 -0.24
N -1.327745 0.268465 1.273966 0.439 -0.096 0.502 -0.59
C -0.371716 0.538064 1.984985 0.040 -0.059 0.483 0.87
O 0.460311 0.823725 2.755151 -0.667 -0.181 -0.368 -0.49
H 1.411372 -1.064208 0.335867 -0.048 0.108 -0.119 0.21
H 2.144412 -0.289829 -1.080518 -0.158 -0.007 0.037 0.23
H 1.007888 -1.636860 -1.296257 0.032 0.141 0.107 0.21
H -0.179584 0.411420 -1.838227 -0.083 -0.170 0.092 0.17
H -0.398865 1.845623 0.139026 0.422 0.294 -0.239 0.47
H -1.140221 -1.409722 0.066550 0.015 0.100 -0.178 0.21
H -2.115972 -0.107002 -0.615184 0.128 0.053 0.166 0.21
```
Positions in Å, forces in eV/Å.